[1]
{
  "formula": "C4H3NO",
  "method": "wB97M-V/def2-TZVPD",
  "smiles": "N=C=C=O.C#C",
  "lumo_ha": -0.044,
  "homo_lumo_gap_ha": 0.2670,
  "e_homo_ev": -8.465,
  "elements": ["O", "N", "C", "C", "C", "C", "H", "H", "H"],
  "positions_angstrom": [[-1.2771, -2.1584, 0.1035], [-1.7387, 1.4665, 0.3309], [-1.3394, -0.9870, 0.0394], [1.4384, -0.5173, 0.1043], [-1.6972, 0.2583, 0.4363], [2.1497, 0.1971, -0.5282], [-1.1601, 2.0328, -0.3191], [0.5728, -0.8310, 0.6714], [3.0517, 0.5390, -0.8387]],
  "mulliken_charge": [-0.37, -0.45, 0.48, -0.47, 0.10, -0.25, 0.28, 0.29, 0.39]
}


[2]
{
  "formula": "C4H3NO",
  "method": "wB97M-V/def2-TZVPD",
  "lumo_ha": [-0.071, -0.068],
  "homo_lumo_gap_ha": [0.2779, 0.2717],
  "e_homo_ev": [-9.492, -9.244],
  "elements": ["O", "N", "C", "C", "C", "C", "H", "H", "H"],
  "positions_angstrom": [[-1.5359, -0.5493, 0.4700], [2.0218, 1.0198, 0.0510], [-0.8802, -0.3932, -0.6024], [1.6744, -0.1048, -0.0253], [-1.4269, 0.7902, 0.0384], [1.4023, -1.3839, 0.1228], [-0.8043, 1.5860, 0.6579], [-2.2057, 1.2593, -0.3328], [1.7545, -2.2240, -0.3796]],
  "mulliken_charge": [-0.12, -0.41, -0.11, 0.78, -0.25, -0.67, 0.19, 0.29, 0.30]
}


[3]
{
  "formula": "C4H3NO",
  "method": "wB97M-V/def2-TZVPD",
  "smiles": "C#C/N=C1\\CO1",
  "lumo_ha": [-0.068, -0.068],
  "homo_lumo_gap_ha": [0.2492, 0.2492],
  "e_homo_ev": [-8.641, -8.642],
  "elements": ["O", "N", "C", "C", "C", "C", "H", "H", "H"],
  "positions_angstrom": [[-0.8858, 0.5676, -1.6667], [0.2472, 0.1123, 0.3987], [0.9972, 0.5857, 1.2705], [0.3514, -0.0131, -0.8366], [-0.5936, -0.8760, -1.6184], [0.7556, 1.1066, 2.3680], [-0.8624, -1.4196, -2.4564], [1.1317, 1.2552, 3.3528], [-1.1415, -1.3189, -0.8120]],
  "mulliken_charge": [-0.41, -0.11, -0.01, 0.36, -0.36, -0.31, 0.36, 0.30, 0.18]
}


[4]
{
  "formula": "C4H3NO",
  "method": "wB97M-V/def2-TZVPD",
  "smiles": "O=C1C=CN=C1",
  "lumo_ha": -0.056,
  "homo_lumo_gap_ha": 0.3137,
  "e_homo_ev": -10.061,
  "elements": ["O", "N", "C", "C", "C", "C", "H", "H", "H"],
  "positions_angstrom": [[2.3401, 0.0023, -0.1149], [-0.9852, 0.9462, -0.0409], [1.1099, 0.0251, 0.1303], [0.0510, -1.0893, 0.1401], [0.2601, 1.2807, 0.0452], [-1.1419, -0.4840, -0.0938], [-2.1676, -0.8566, -0.1022], [0.4146, 2.3170, 0.1223], [0.1190, -2.1414, -0.0860]],
  "mulliken_charge": [-0.50, -0.44, 0.66, -0.58, -0.21, -0.12, 0.39, 0.44, 0.37]
}


[5]
{
  "formula": "C4H3NO",
  "method": "wB97M-V/def2-TZVPD",
  "smiles": "C#C[C@H](O)C#N",
  "lumo_ha": 0.018,
  "homo_lumo_gap_ha": 0.4263,
  "e_homo_ev": -11.123,
  "elements": ["O", "N", "C", "C", "C", "C", "H", "H", "H"],
  "positions_angstrom": [[-1.2197, 1.0586, -0.5953], [-1.6345, -1.5954, 1.6025], [2.1236, 0.2069, -0.1749], [-1.1173, -0.8716, 0.8643], [-0.5302, -0.1212, -0.2778], [0.9301, 0.0530, -0.1645], [-0.7330, -0.8051, -1.1071], [-1.0057, 1.7481, 0.0474], [3.1867, 0.3267, -0.1946]],
  "mulliken_charge": [-0.50, -0.37, 0.06, 0.07, 0.42, -0.59, 0.16, 0.37, 0.40]
}


[6]
{
  "formula": "C4H3NO",
  "method": "wB97M-V/def2-TZVPD",
  "multiplicity": 3,
  "s_squared": 2.0554,
  "lumo_ha": [0.010, -0.088],
  "homo_lumo_gap_ha": [0.2791, 0.2764],
  "e_homo_ev": [-7.311, -9.901],
  "elements": ["O", "N", "C", "C", "C", "C", "H", "H", "H"],
  "positions_angstrom": [[-0.4017, 1.9727, 1.7668], [-0.4470, -0.7105, -2.4876], [-0.3120, 0.9478, 1.1286], [1.0235, -0.9507, 0.3862], [0.5842, -0.1699, 1.3681], [-0.0266, -0.3498, -1.4811], [1.2394, -0.1918, 2.2762], [-0.7389, -1.1825, -3.3442], [-0.9209, 0.6348, 0.3870]],
  "lowdin_spin": [-0.02, 0.07, 0.02, 1.46, 0.17, 0.26, 0.04, 0.00, 0.00]
}


[7]
{
  "formula": "C4H3NO2",
  "method": "wB97M-V/def2-TZVPD",
  "smiles": "O=Cc1cnoc1",
  "lumo_ha": -0.009,
  "homo_lumo_gap_ha": 0.3614,
  "e_homo_ev": -10.083,
  "elements": ["O", "O", "N", "C", "C", "C", "C", "H", "H", "H"],
  "positions_angstrom": [[-1.3491, -1.2928, 0.7487], [-0.2796, 2.3299, -0.3345], [-0.4726, -1.9980, 0.1014], [0.1256, 0.0864, -0.1992], [-0.8785, 0.0246, 0.6749], [0.7051, 1.4738, -0.3241], [0.5708, -1.2204, -0.3677], [-1.6731, 0.8806, 0.8876], [1.3282, -1.8623, -0.8272], [1.9233, 1.5781, -0.3599]],
  "mulliken_charge": [-0.07, -0.49, -0.25, 0.54, -0.15, 0.05, -0.56, 0.32, 0.36, 0.24]
}


[8]
{
  "formula": "C4H3NO2",
  "method": "wB97M-V/def2-TZVPD",
  "smiles": "C#C/C=N\\OC=O",
  "lumo_ha": 0.002,
  "homo_lumo_gap_ha": 0.3548,
  "e_homo_ev": -9.614,
  "elements": ["O", "O", "N", "C", "C", "C", "C", "H", "H", "H"],
  "positions_angstrom": [[-3.0862, 0.2424, -0.0104], [-0.8645, -0.3102, 0.1573], [-0.5799, 0.9677, 0.0558], [2.5815, -0.7079, 0.0195], [0.7246, 1.1736, -0.0374], [1.7764, 0.2233, -0.0639], [-2.2757, -0.5760, -0.0628], [-2.4638, -1.6691, -0.1469], [3.1543, -1.6142, 0.0321], [1.0333, 2.2704, 0.0567]],
  "mulliken_charge": [-0.33, -0.09, -0.36, 0.05, -0.31, -0.09, 0.17, 0.31, 0.39, 0.25]
}


[9]
{
  "formula": "C4H3NO2",
  "method": "wB97M-V/def2-TZVPD",
  "smiles": "O=Cc1ncco1",
  "lumo_ha": -0.006,
  "homo_lumo_gap_ha": 0.3610,
  "e_homo_ev": -9.989,
  "elements": ["O", "O", "N", "C", "C", "C", "C", "H", "H", "H"],
  "positions_angstrom": [[-2.6691, -0.1201, 0.9298], [0.1344, -0.6473, 0.9347], [0.2674, 0.6064, -0.8619], [1.5241, 0.1286, -0.5853], [1.4420, -0.6545, 0.5405], [-0.5024, 0.1117, 0.0289], [-1.9503, 0.3416, 0.0792], [1.9600, 0.4877, -1.4969], [-2.3055, 0.9864, -0.7472], [2.0992, -1.2405, 1.1782]],
  "mulliken_charge": [-0.47, -0.26, -0.54, -0.15, -0.23, 0.53, -0.02, 0.40, 0.36, 0.38]
}


[10]
{
  "formula": "C4H3NO2",
  "method": "wB97M-V/def2-TZVPD",
  "smiles": "N#CC1=COCO1",
  "lumo_ha": 0.020,
  "homo_lumo_gap_ha": 0.3516,
  "e_homo_ev": -9.036,
  "elements": ["O", "O", "N", "C", "C", "C", "C", "H", "H", "H"],
  "positions_angstrom": [[-0.8164, 0.7244, 0.5386], [-0.4552, -1.3954, -0.3705], [2.3385, 2.3987, -0.5470], [-1.2909, -0.6092, 0.4532], [0.5365, 0.5640, 0.0246], [0.5532, -0.5911, -0.6303], [1.4543, 1.7117, -0.1548], [1.3527, -1.3081, -1.0588], [-1.2896, -0.8871, 1.5862], [-2.3831, -0.6080, 0.1588]],
  "mulliken_charge": [-0.33, -0.27, -0.40, -0.11, 0.32, -0.03, 0.08, 0.31, 0.21, 0.22]
}


[11]
{
  "formula": "C4H3NO2",
  "method": "wB97M-V/def2-TZVPD",
  "lumo_ha": -0.037,
  "homo_lumo_gap_ha": 0.2961,
  "e_homo_ev": -9.065,
  "elements": ["O", "O", "N", "C", "C", "C", "C", "H", "H", "H"],
  "positions_angstrom": [[-0.7534, -1.3195, -0.7194], [-1.8523, 0.1790, 2.6200], [0.6949, 0.6921, 0.0253], [0.9758, 0.1578, -1.1403], [0.1422, -0.9556, -1.4938], [-0.2033, 0.2801, 0.7792], [-0.9173, 0.5261, 1.9397], [-0.1802, 1.3537, 2.1702], [0.3273, -1.4621, -2.4525], [1.7756, 0.5460, -1.7457]],
  "mulliken_charge": [-0.53, -0.50, -0.30, -0.44, 0.15, 0.49, 0.13, 0.23, 0.35, 0.41]
}


[12]
{
  "formula": "C4H3NO2",
  "method": "wB97M-V/def2-TZVPD",
  "smiles": "[H]/N=C1/C=CC(=O)O1",
  "lumo_ha": -0.009,
  "homo_lumo_gap_ha": 0.3741,
  "e_homo_ev": -10.417,
  "elements": ["O", "O", "N", "C", "C", "C", "C", "H", "H", "H"],
  "positions_angstrom": [[0.3908, 1.2918, 0.2345], [-1.6745, 1.4617, -0.7358], [2.1935, -0.2374, -0.0021], [0.9654, 0.0146, 0.0356], [-0.1341, -0.9705, -0.0654], [-1.2667, -0.4088, 0.3178], [-0.9694, 1.0060, 0.0930], [2.7593, 0.5979, 0.1249], [-2.2920, -0.7642, 0.3325], [0.0279, -1.9912, -0.3350]],
  "mulliken_charge": [-0.35, -0.42, -0.63, 0.41, -0.39, -0.29, 0.62, 0.28, 0.38, 0.40]
}


[13]
{
  "formula": "C4H3NO2",
  "method": "wB97M-V/def2-TZVPD",
  "smiles": "O=Cc1ccon1",
  "lumo_ha": 0.005,
  "homo_lumo_gap_ha": 0.3910,
  "e_homo_ev": -10.507,
  "elements": ["O", "O", "N", "C", "C", "C", "C", "H", "H", "H"],
  "positions_angstrom": [[-1.1332, 0.6072, 1.3742], [0.7078, -1.4143, -2.2219], [-1.3538, 0.1535, 0.1052], [0.1834, 0.6039, 1.6016], [0.8642, 0.2214, 0.5054], [-0.2256, -0.8313, -1.7275], [-0.1791, -0.1080, -0.4187], [-1.2344, -0.8358, -2.1856], [1.8135, 0.7026, 0.3973], [0.5571, 0.9009, 2.5700]],
  "mulliken_charge": [-0.13, -0.46, -0.37, -0.09, -0.47, -0.13, 0.59, 0.35, 0.29, 0.42]
}


[14]
{
  "formula": "C4H3NO2",
  "method": "wB97M-V/def2-TZVPD",
  "lumo_ha": 0.032,
  "homo_lumo_gap_ha": 0.3697,
  "e_homo_ev": -9.201,
  "elements": ["O", "O", "N", "C", "C", "C", "C", "H", "H", "H"],
  "positions_angstrom": [[-0.6725, 1.3455, 0.3771], [3.6247, 0.6311, 0.4151], [0.1531, -0.5286, -0.1619], [-1.7171, 0.5202, 0.0659], [0.5068, 0.7037, 0.2398], [-1.2269, -0.6785, -0.2810], [2.8607, -0.1543, 0.1117], [0.9037, -1.1896, -0.3250], [-2.7092, 0.9374, 0.1446], [-1.7393, -1.5777, -0.5873]],
  "mulliken_charge": [-0.25, -0.12, 0.08, -0.17, -0.31, -0.35, 0.10, 0.26, 0.39, 0.38]
}


[15]
{
  "formula": "C4H3NO2S",
  "method": "wB97M-V/def2-TZVPD",
  "smiles": "O=C1OC=N/C1=C\\S",
  "lumo_ha": -0.016,
  "homo_lumo_gap_ha": 0.3168,
  "e_homo_ev": -9.048,
  "elements": ["S", "O", "O", "N", "C", "C", "C", "C", "H", "H", "H"],
  "positions_angstrom": [[-2.8846, -0.1497, 0.0708], [1.4210, 1.8954, 0.0349], [2.2646, -0.2097, 0.1672], [0.2477, -1.4094, -0.1220], [1.2346, 0.7300, -0.0579], [-1.2508, 0.4843, -0.1122], [1.4944, -1.4695, 0.0614], [-0.0178, -0.0832, -0.1580], [-1.1469, 1.5571, -0.3582], [2.2108, -2.3791, 0.0518], [-3.5730, 1.0339, 0.4221]],
  "mulliken_charge": [-0.19, -0.52, -0.34, -0.51, 0.41, -0.13, 0.13, 0.36, 0.32, 0.32, 0.16]
}


[16]
{
  "formula": "C4H3NO2S",
  "method": "wB97M-V/def2-TZVPD",
  "smiles": "O=c1cc[nH]c(=S)o1",
  "lumo_ha": -0.005,
  "homo_lumo_gap_ha": 0.3338,
  "e_homo_ev": -9.208,
  "elements": ["S", "O", "O", "N", "C", "C", "C", "C", "H", "H", "H"],
  "positions_angstrom": [[1.3754, 0.8535, 1.8665], [-1.6381, 1.1230, -1.8997], [-0.2528, 0.8538, -0.1721], [0.5226, -1.2091, 0.4575], [-0.1972, -1.8262, -0.5441], [-1.0383, 0.3352, -1.2280], [-0.9467, -1.1148, -1.3807], [0.5239, 0.1411, 0.6746], [-1.5796, -1.5694, -2.1794], [1.0969, -1.7333, 1.0918], [-0.1055, -2.9156, -0.5358]],
  "mulliken_charge": [-0.35, -0.52, -0.28, -0.09, -0.05, 0.65, -0.52, 0.20, 0.33, 0.23, 0.38]
}


[17]
{
  "formula": "C4H3NO3",
  "method": "wB97M-V/def2-TZVPD",
  "lumo_ha": -0.043,
  "homo_lumo_gap_ha": 0.3191,
  "e_homo_ev": -9.851,
  "elements": ["O", "O", "O", "N", "C", "C", "C", "C", "H", "H", "H"],
  "positions_angstrom": [[-1.2745, -1.1863, 2.0119], [1.6129, -0.5884, 0.0200], [1.1390, 1.9065, -1.2767], [-2.3565, 1.7749, -0.8242], [-0.2122, -1.2455, 1.4988], [0.1389, 1.4849, -0.8024], [-1.2038, 1.7216, -0.8692], [0.2085, -0.2970, 0.1112], [1.7937, -0.7135, -0.9927], [0.5803, -2.0017, 1.6120], [-0.4263, -0.8554, -0.4886]],
  "mulliken_charge": [-0.40, -0.52, -0.40, -0.30, 0.07, 0.54, 0.23, -0.16, 0.33, 0.31, 0.30]
}


[18]
{
  "formula": "C4H3NO4",
  "method": "wB97M-V/def2-TZVPD",
  "smiles": "O=C(O)c1co[nH]c1=O",
  "lumo_ha": 0.001,
  "homo_lumo_gap_ha": 0.3668,
  "e_homo_ev": -9.956,
  "elements": ["O", "O", "O", "O", "N", "C", "C", "C", "C", "H", "H", "H"],
  "positions_angstrom": [[1.9542, -1.0257, -0.0698], [0.7258, 2.1181, 0.3236], [-2.1436, 1.0508, -0.4769], [-2.2737, -0.9920, 0.5342], [2.0608, 0.3223, -0.1261], [-0.0896, -0.0981, -0.1825], [-1.5697, -0.0845, -0.0294], [0.6590, -1.2519, -0.1208], [0.7675, 0.9633, 0.0978], [-3.0930, 0.8286, -0.2126], [0.1863, -2.4098, -0.3123], [2.8161, 0.5790, 0.5749]],
  "mulliken_charge": [-0.23, -0.56, -0.41, -0.62, -0.12, 0.21, 0.38, -0.07, 0.46, 0.36, 0.32, 0.29]
}


[19]
{
  "formula": "C4H3NOS",
  "method": "wB97M-V/def2-TZVPD",
  "smiles": "C=C(C#N)C(=O)S",
  "lumo_ha": -0.035,
  "homo_lumo_gap_ha": 0.3512,
  "e_homo_ev": -10.521,
  "elements": ["S", "O", "N", "C", "C", "C", "C", "H", "H", "H"],
  "positions_angstrom": [[1.8325, -1.6417, -0.3094], [-0.6673, -1.7832, -1.1762], [1.6188, 1.7148, 1.0615], [-0.2431, 0.2090, -0.0228], [-1.5456, 0.5925, 0.0070], [0.7465, 1.1154, 0.5638], [0.1667, -1.0988, -0.6006], [2.2112, -0.6350, 0.5283], [-2.2663, -0.0430, -0.4881], [-1.8533, 1.5701, 0.4365]],
  "mulliken_charge": [-0.19, -0.54, -0.42, 0.52, -0.80, -0.03, 0.66, 0.15, 0.33, 0.32]
}


[20]
{
  "formula": "C4H3NOS",
  "method": "wB97M-V/def2-TZVPD",
  "smiles": "C=COC(=S)C#N",
  "lumo_ha": -0.045,
  "homo_lumo_gap_ha": 0.3201,
  "e_homo_ev": -9.932,
  "elements": ["S", "O", "N", "C", "C", "C", "C", "H", "H", "H"],
  "positions_angstrom": [[-1.4412, -0.9123, 1.8800], [-0.2742, 0.1095, -0.2916], [-3.4900, 0.1513, -1.0359], [-2.5260, -0.0320, -0.4043], [2.0268, 0.3372, -0.5055], [-1.3468, -0.2751, 0.3944], [1.0012, 0.0185, 0.2623], [1.9195, 0.6395, -1.5078], [1.0700, -0.3147, 1.2956], [3.0607, 0.2781, -0.0873]],
  "mulliken_charge": [-0.25, -0.23, -0.33, 0.13, -0.65, 0.50, 0.05, 0.29, 0.26, 0.22]
}


Maximum force readings, ordered: 2.54; 5.97; 7.48; 4.15; 1.14; 4.01; 6.45; 4.23; 2.85; 5.10; 1.83; 3.25; 1.58; 1.64; 3.63; 1.77; 5.11; 4.75; 2.37; 2.43 eV/Å